[1]
43
Properties=species:S:1:pos:R:3 method="wB97M-V/def2-TZVPD" charge=0 e_lumo_ev=-0.2092 gap_ev=7.56 spin_multiplicity=1 largest_force_ev_per_a=2.5 energy_ev=-70477.8428 homo_energy_ev=-7.77 smiles="C=CC[Si@H](CCOCC(F)(F)C(F)(F)C(F)(F)C(F)F)[C@@H](Cl)[C@H](C)Cl"
H -2.680 1.014 -0.473
H 0.482 4.097 2.991
H 1.211 4.376 1.240
F -4.077 -0.369 -2.574
Cl 1.432 -2.161 -0.919
F -2.135 -0.148 1.684
Cl 4.887 -0.213 1.219
H 3.295 -3.851 -0.305
H -2.377 1.459 -2.230
H 2.239 -1.663 1.306
H -0.679 2.025 1.522
C 0.424 2.286 1.681
C -3.342 -0.853 1.840
C -4.072 -1.176 0.465
O -0.779 0.512 -1.121
H 0.893 0.110 1.612
C -2.157 0.691 -1.431
F -4.979 -2.222 0.729
H 3.948 -3.403 1.348
H 4.735 -2.676 -0.169
H 3.528 2.274 -0.072
C 1.454 1.098 1.498
C -2.876 -0.660 -1.888
H -4.030 -0.151 2.417
C 3.759 -3.007 0.307
F -3.118 -2.030 2.564
F -1.889 -2.162 -0.273
C 0.034 1.602 -1.594
C 1.570 1.214 -1.720
H 4.113 -0.617 -1.082
C 2.740 -1.745 0.291
H 1.628 0.257 -2.318
F -3.769 -2.808 -1.293
C 3.590 -0.452 -0.090
H -0.130 2.579 -1.017
H -0.327 1.837 -2.659
C -3.125 -1.693 -0.707
H 2.158 1.141 2.398
H 2.049 2.025 -2.373
C 0.744 3.642 1.978
F -2.064 -1.307 -2.850
F -4.844 -0.062 0.138
Si 2.538 1.190 -0.071

***

[2]
43
Properties=species:S:1:pos:R:3 method="wB97M-V/def2-TZVPD" charge=+1 e_lumo_ev=-4.1130 gap_ev=7.23 spin_multiplicity=1 largest_force_ev_per_a=2.8 energy_ev=-23484.7317 homo_energy_ev=-11.35 smiles=Cc1cc(C)c([C@@H](C)[n+]2nn(C)c3ccccc32)c(C)c1
C -1.317 0.189 7.578
C 3.612 -0.244 1.191
H -0.628 0.999 5.608
H 4.130 0.188 2.043
N -2.443 -0.561 4.119
H 0.593 3.638 1.577
C -3.181 -0.023 1.903
H -3.886 0.793 2.104
H 3.823 -1.309 1.136
H -0.803 3.022 0.663
C -1.013 -2.111 1.855
H -5.923 -2.411 4.986
H -0.430 -3.055 1.853
H 1.679 -2.115 1.505
C -0.094 -0.889 1.819
H -5.012 -3.056 6.385
N -3.496 -1.357 3.931
C 1.280 -1.092 1.533
H -0.587 0.766 8.133
N -3.890 -1.817 5.129
H -2.124 -0.737 9.325
C -0.271 2.944 1.636
H -1.713 -2.130 0.980
H -3.707 -1.029 1.977
H -2.830 0.073 0.848
C 0.216 1.493 1.801
H -2.183 1.175 3.524
H 2.253 2.081 1.265
H -3.818 -2.119 7.955
C -3.134 -1.411 7.515
H -4.778 -3.701 4.738
C -1.304 0.364 6.191
C -2.249 -0.377 5.489
H 4.004 0.204 0.273
H -0.912 3.314 2.465
H -1.595 -2.028 2.802
C 1.576 1.248 1.471
C 2.163 -0.023 1.455
C -4.959 -2.798 5.324
C -2.207 -0.673 8.242
C -2.055 0.299 2.897
C -0.621 0.364 2.189
C -3.133 -1.224 6.124

***

[3]
16
Properties=species:S:1:pos:R:3 method="wB97M-V/def2-TZVPD" charge=0 e_lumo_ev=0.8193 gap_ev=9.11 spin_multiplicity=1 largest_force_ev_per_a=4.0 energy_ev=-28021.4953 homo_energy_ev=-8.29 smiles=Cc1cc(S)c(C)s1
S -0.319 -1.341 0.847
C 0.512 0.417 -0.883
H 1.566 -2.855 -0.906
C -0.533 0.995 -0.110
C 1.827 -1.795 -1.052
S 1.037 1.016 -2.419
H -2.227 1.754 1.808
C 0.782 -0.823 -0.399
H -1.565 0.613 2.939
H -2.949 0.121 2.013
H 1.828 -1.561 -2.059
H -0.992 1.967 -0.335
H 2.758 -1.760 -0.467
H 1.342 2.262 -1.942
C -2.021 0.701 2.032
C -1.045 0.290 0.934

***

[4]
19
Properties=species:S:1:pos:R:3 method="wB97M-V/def2-TZVPD" charge=0 e_lumo_ev=0.7128 gap_ev=10.85 spin_multiplicity=1 largest_force_ev_per_a=2.4 energy_ev=-11958.8211 homo_energy_ev=-10.14 smiles="NC(=O)CCCO.O"
H 1.290 0.636 0.678
O 2.376 2.005 -0.389
O -1.284 -0.511 0.736
N -2.470 -1.054 -1.061
H 3.047 1.874 0.286
H 0.720 -1.256 -0.873
H 0.148 -1.052 3.552
H -0.498 1.514 -1.314
C -0.018 -0.560 -1.271
C 0.443 0.928 -1.277
H 0.822 1.225 -2.258
C 1.101 1.470 -0.020
H 0.569 -1.583 2.191
O 0.861 -1.443 3.074
H -2.646 -1.275 -2.023
H -0.074 -0.788 -2.337
H 0.508 2.270 0.418
C -1.294 -0.681 -0.468
H -3.231 -1.274 -0.431

***

[5]
15
Properties=species:S:1:pos:R:3 method="wB97M-V/def2-TZVPD" charge=-1 e_lumo_ev=3.7243 gap_ev=7.34 spin_multiplicity=1 largest_force_ev_per_a=3.4 energy_ev=-8389.2547 homo_energy_ev=-3.62
H 0.510 1.988 0.462
C -1.559 2.790 -0.062
O 1.601 -1.564 -1.107
H -1.652 3.774 0.361
H -1.068 -2.232 -0.962
H -1.296 -1.135 0.285
H -1.106 0.943 0.821
C -0.625 1.908 0.759
H -0.536 -0.554 -1.276
C -0.664 -1.319 -0.552
H -0.397 2.160 1.735
H -1.321 2.916 -1.130
H -2.647 2.509 0.033
O 1.113 -1.277 1.058
C 0.816 -1.320 -0.134

***

[6]
112
Properties=species:S:1:pos:R:3 method="wB97M-V/def2-TZVPD" charge=0 e_lumo_ev="-0.1924 / -0.2002" gap_ev="5.33 / 6.03" spin_multiplicity=2 largest_force_ev_per_a=1.0 energy_ev=-107491.4978 homo_energy_ev="-5.52 / -6.23"
C 0.583 -0.302 -3.281
Si -0.718 -1.705 4.620
C 4.531 6.432 -3.884
Si -2.571 -2.592 -0.646
H 2.686 -0.251 -2.775
H 1.079 -0.910 3.025
C 1.889 -6.873 1.367
N -1.459 1.519 2.045
H -1.781 -3.992 -2.488
H -4.437 -4.179 -0.536
N 0.806 2.467 -0.678
C -3.710 -3.811 0.193
C -1.273 -3.466 -1.675
H -3.447 0.442 0.605
H -0.129 -7.972 3.845
H 2.454 8.854 -5.157
H -0.421 0.575 5.632
H -5.895 -2.357 2.380
H -6.701 -0.876 2.916
N 2.353 6.438 -3.557
H 0.193 5.166 -2.554
H 6.709 8.414 -5.508
H -1.570 -3.301 6.362
H -1.411 -0.360 -4.015
C 1.318 -5.628 1.131
N -0.455 -4.003 1.733
C 1.388 -7.711 2.345
H -2.067 0.850 2.513
C 1.618 2.227 2.251
H -4.578 -1.312 -1.321
C -0.303 -6.086 2.865
Si -2.480 -2.142 3.034
C -3.540 -1.352 -1.646
C 0.282 -7.318 3.088
H 0.664 3.914 3.212
H -0.713 -4.211 -1.109
H 1.881 -3.124 0.923
H -3.176 -4.668 0.605
C 0.159 3.444 -1.308
H -3.521 -1.703 -2.681
C 3.363 8.310 -4.937
C 3.360 7.147 -4.175
H -1.499 2.932 3.630
C 5.771 8.037 -5.122
C 2.944 5.363 -2.938
H 3.939 3.303 -1.551
H 1.177 -1.740 0.108
C 0.380 3.111 2.533
H 1.850 -8.672 2.526
H 0.188 -3.378 6.217
H 3.870 -1.607 -7.182
H -4.911 1.219 1.217
C 5.760 6.884 -4.365
C 2.861 3.357 -1.508
C 0.134 -0.113 -1.874
C -4.240 0.867 4.126
O 1.374 0.981 2.044
H 2.736 -7.182 0.768
H -0.725 -0.716 -6.409
H 6.667 6.339 -4.145
C 1.353 -0.643 -5.880
H -1.362 -3.912 2.238
H 1.378 6.671 -3.545
C 2.302 -0.511 -4.878
H -4.255 -3.345 1.015
C 1.004 -1.585 3.879
C 4.589 8.740 -5.404
H 3.767 0.192 -7.321
H 0.086 3.580 1.589
C 0.005 -0.612 -5.619
C -0.776 2.306 3.099
N 1.061 -2.659 0.564
C -5.833 -1.521 3.076
O -1.006 0.329 -1.617
C 0.226 -5.230 1.898
H -5.902 -1.929 4.086
H -3.494 0.757 4.907
H 1.370 -2.579 3.609
H -0.596 -0.677 6.856
H -0.839 -4.195 5.035
H -0.569 -2.767 -2.129
H 4.642 9.641 -6.001
H 2.625 1.638 -0.228
O 1.974 -0.803 -7.086
C -4.390 0.262 1.125
C 1.956 -0.347 -3.565
C -0.366 -0.427 -4.286
H -5.002 -0.372 0.481
O 3.558 -0.584 -5.422
S -1.328 -1.527 0.999
C 2.134 2.433 -0.776
O 2.726 2.744 2.259
Si -4.243 -0.529 2.840
C 2.184 4.375 -2.167
N 4.236 5.327 -3.112
H -5.219 0.913 4.609
O 0.960 -0.388 -0.940
H 1.706 -5.016 0.333
C 0.794 4.415 -2.059
H -2.016 -0.050 6.040
H 1.678 -1.195 4.647
C -0.743 -3.299 5.648
H -3.100 -0.359 -1.625
H -4.066 1.831 3.642
H -0.377 1.578 3.804
C -0.107 -2.896 1.109
Ru -0.200 0.485 0.659
H -2.067 2.131 1.507
C -0.976 -0.326 5.893
H -1.174 -5.776 3.429
H -0.922 3.433 -1.221
C 3.375 -0.701 -6.828

***

[7]
99
Properties=species:S:1:pos:R:3 method="wB97M-V/def2-TZVPD" charge=+3 e_lumo_ev=-8.7185 gap_ev=5.14 spin_multiplicity=1 largest_force_ev_per_a=0.5 energy_ev=-220407.5734 homo_energy_ev=-13.86
H -0.776 -6.212 -4.688
N -2.192 -4.913 -3.741
C -0.063 -4.592 -3.343
H 0.376 -0.702 3.265
Zr -0.116 -1.886 -1.363
C 2.245 0.206 2.670
H 3.119 0.237 6.407
N -0.774 -3.659 -2.632
C -3.503 5.023 3.479
C 1.325 -0.293 3.597
C 4.700 2.078 -1.939
H 4.659 -0.295 0.481
H 3.007 3.229 -2.587
H 4.158 -0.792 -5.491
C 1.304 3.562 3.772
C -3.733 4.116 4.500
H 1.349 -1.081 -5.122
N -3.613 -3.490 0.637
H -3.190 -3.850 2.705
Se 1.848 -2.119 0.461
C 1.207 3.558 2.382
H -5.411 -0.683 -1.546
C -2.808 -3.572 1.739
C 2.323 3.914 1.616
H 4.367 4.547 1.633
H -0.763 1.031 -3.233
H 4.722 1.132 4.762
H 3.552 -1.999 -1.926
N -1.900 0.217 -0.026
C -1.943 2.733 3.698
P -3.457 -2.966 -2.127
N -3.697 -0.225 -2.662
H 2.217 4.022 0.547
H -5.628 -0.744 -3.319
H -4.223 -4.766 -4.238
H -1.337 1.835 3.780
H 6.216 0.816 -1.082
H -3.262 -5.836 -5.270
C -2.067 -3.876 -2.893
P 1.829 0.056 0.951
P -0.375 3.384 1.503
C 2.363 -1.567 -3.489
H 0.438 3.347 4.385
O 1.340 -1.378 -2.726
Se -0.420 4.465 -0.300
N -1.912 1.336 0.604
H 1.013 -4.653 -3.313
H -4.112 5.913 3.395
C -5.149 -0.220 -2.495
H -5.486 0.812 -2.479
H 4.523 4.557 4.103
H 3.748 -2.512 -5.761
H -3.140 2.263 5.410
H -0.636 -3.213 1.901
C 2.957 0.865 -0.171
C -5.043 -3.794 0.633
C -1.548 -3.260 1.330
H 1.445 2.172 -1.006
C 3.360 -1.493 -5.740
N -1.574 -2.996 -0.014
C -2.489 4.794 2.560
C -2.845 -3.139 -0.410
C 3.465 0.733 3.079
N -0.656 -0.278 -0.045
H -5.551 -3.178 -0.104
H -4.522 4.299 5.217
N -1.601 -0.889 -2.738
C -3.429 -5.507 -4.248
C -2.943 0.868 -2.985
C 1.641 -0.271 4.942
H 2.553 3.952 5.463
C 4.299 0.476 -0.192
C 2.870 0.232 5.354
C 3.520 4.242 2.232
C -1.706 3.652 2.675
C -1.650 0.452 -3.032
C 3.774 0.733 4.431
C 2.498 3.915 4.383
C 3.363 2.449 -1.928
C -0.645 1.641 1.019
H -3.379 1.838 -3.149
C -0.939 -5.376 -4.031
H 0.941 -0.658 5.669
H 5.387 2.566 -2.617
C 3.604 4.254 3.619
H -5.202 -4.846 0.406
H 4.347 -2.062 -3.467
C 2.481 1.844 -1.043
N 3.495 -1.982 -2.935
H 2.988 -1.249 -6.730
H -5.446 -3.571 1.617
H -3.708 -6.360 -3.633
C -2.866 -1.271 -2.508
H -2.304 5.494 1.755
H 4.163 1.138 2.360
C 5.170 1.092 -1.074
C 0.157 0.583 0.647
N 2.255 -1.372 -4.790
C -2.955 2.968 4.611

***

[8]
23
Properties=species:S:1:pos:R:3 method="wB97M-V/def2-TZVPD" charge=0 e_lumo_ev=-0.2104 gap_ev=9.62 spin_multiplicity=1 largest_force_ev_per_a=5.9 energy_ev=-107628.5737 homo_energy_ev=-9.83 smiles="NC(=O)/C(I)=N/C(=O)CCl.[H]/N=C(/O)CBr"
I -2.045 -2.146 1.331
H 1.811 -1.762 -0.544
H 3.597 -0.112 -0.118
N 1.181 -0.999 -0.847
H 3.142 1.556 0.311
H 0.233 1.875 1.260
H 0.449 0.961 -1.733
O -2.893 1.864 0.957
Br 2.281 0.057 2.148
N -1.313 0.525 0.013
Cl -1.047 3.324 2.718
C 2.844 0.585 0.330
N -1.494 -2.536 -1.780
H -1.785 -3.222 -1.023
H -1.040 -3.086 -2.574
C -1.199 -1.253 -1.630
O 1.175 1.170 -1.180
C -1.775 1.451 0.968
O -0.909 -0.521 -2.512
C 1.663 0.109 -0.555
C -0.703 1.818 1.914
H -0.747 0.993 2.778
C -1.429 -0.651 -0.232

***

[9]
74
Properties=species:S:1:pos:R:3 method="wB97M-V/def2-TZVPD" charge=+2 e_lumo_ev="-9.0224 / -8.8923" gap_ev="5.01 / 5.19" spin_multiplicity=1 largest_force_ev_per_a=1.3 energy_ev=-134414.8411 homo_energy_ev="-14.03 / -14.08"
Br -5.796 -3.464 -3.463
F -1.451 3.558 -1.235
C -3.090 -6.211 2.115
C -4.215 -3.886 -1.151
H 3.748 -3.912 2.960
C 3.565 1.022 1.094
F 0.276 3.788 0.301
O -2.327 -0.185 -1.204
N 3.076 1.559 -0.148
C -2.773 0.860 -2.085
H 3.662 -0.060 1.053
H -0.709 -7.692 4.737
H -4.684 -4.857 -1.101
H 3.116 -2.813 0.826
H -4.464 -7.805 2.655
H -2.236 1.758 -1.799
H 3.175 -1.127 -0.722
F -1.150 -0.484 2.846
H 1.588 -0.147 -3.841
C -3.916 -1.735 -2.217
C 2.811 2.966 -0.170
H 3.132 1.547 -2.216
H -0.039 -0.121 -3.134
H 3.321 -2.224 3.277
B -0.073 -0.437 3.833
O -1.751 -1.837 0.688
C -2.983 -1.368 -1.255
H 2.178 -3.509 3.662
H -2.880 -8.763 4.308
H -2.551 0.610 -3.123
H 3.428 -0.933 -2.460
H 2.234 3.264 0.707
C 2.349 -3.094 1.552
C -3.260 -3.536 -0.187
H 0.949 -2.037 2.386
F 0.148 1.877 -0.967
C -4.527 -2.986 -2.148
F 0.969 0.237 3.089
C 1.004 0.134 -2.955
C -1.366 -7.263 3.993
H 0.025 -5.676 3.489
C 2.918 -0.508 -1.584
Sn -0.004 0.181 0.618
C -3.487 -7.375 2.823
F 0.325 -1.772 3.983
H -4.189 -1.057 -3.012
F -0.414 0.191 4.957
C -2.916 -4.503 0.827
N -3.691 -5.559 1.120
C -1.837 -5.570 2.422
C -2.671 -2.267 -0.233
H -0.042 -2.019 -1.926
H 1.943 -4.063 1.243
C 2.935 -3.188 2.946
C 1.044 -1.982 -1.831
H -2.067 -1.906 1.604
H 4.552 1.443 1.331
C -0.952 -6.106 3.318
H -3.842 1.037 -1.965
F -1.363 2.214 0.644
H 1.485 -2.499 -2.693
O 1.293 -2.107 1.472
N 1.469 -0.582 -1.763
C -2.611 -7.883 3.742
B -0.643 2.994 -0.320
H 1.332 -2.506 -0.921
H 2.896 1.296 1.915
N -1.776 -4.486 1.575
H 2.267 3.252 -1.067
H 3.750 3.541 -0.140
C 3.454 0.915 -1.391
H -1.006 -3.837 1.489
H 4.550 0.845 -1.435
H 1.058 1.210 -2.816

***

[10]
17
Properties=species:S:1:pos:R:3 method="wB97M-V/def2-TZVPD" charge=0 e_lumo_ev=0.1576 gap_ev=8.27 spin_multiplicity=1 largest_force_ev_per_a=6.6 energy_ev=-9438.1272 homo_energy_ev=-8.11 smiles="C=C/C=C(/C)O.O"
C -1.897 0.361 -1.213
C -0.737 -0.527 -0.993
H -0.490 -2.000 0.022
H 0.149 2.710 3.110
O -0.361 2.911 2.317
H 1.381 -2.039 -0.479
H 2.210 0.196 1.469
H 3.441 -1.012 0.797
H -1.738 1.095 -0.345
C 1.559 -0.967 -0.220
O -1.264 -1.748 -0.501
H -0.220 2.155 1.654
C 2.466 -0.524 0.802
H 1.023 0.424 -1.786
H -2.866 -0.001 -1.004
C 0.621 -0.297 -1.018
H -1.957 0.884 -2.117

***

[11]
17
Properties=species:S:1:pos:R:3 method="wB97M-V/def2-TZVPD" charge=0 e_lumo_ev=-0.0127 gap_ev=8.17 spin_multiplicity=1 largest_force_ev_per_a=6.1 energy_ev=-33920.3341 homo_energy_ev=-8.19
N -2.818 -0.438 0.097
S -0.790 -2.472 -0.348
S 2.357 -1.723 0.183
O -1.328 1.208 0.642
C -1.533 0.068 0.237
N -0.605 -0.893 0.076
H 0.478 2.147 -0.350
H 1.997 2.916 -0.433
C 1.951 0.788 -0.253
C 1.356 -0.404 0.018
N 1.447 1.988 -0.592
H -0.390 -2.694 0.959
C 3.685 -0.557 0.108
H 4.572 -0.928 0.493
H -3.022 -1.308 0.720
H -3.399 0.413 0.239
N 3.309 0.626 -0.149